[1]
{
  "formula": "C3H11NO4",
  "method": "the ωB97M-V functional and the def2-TZVPD basis",
  "gap_ev": 4.504,
  "relative_energy_kj_mol": 887.2,
  "symbols": ["O", "O", "O", "O", "N", "C", "C", "C", "H", "H", "H", "H", "H", "H", "H", "H", "H", "H", "H"],
  "coordinates": [[0.893, -1.940, -0.680], [-2.809, 0.727, 1.201], [-0.391, -0.720, 0.653], [-2.029, 0.991, -0.961], [0.888, 0.425, -1.034], [0.149, -0.944, -0.597], [1.636, 0.965, 0.202], [2.468, -0.053, 0.944], [1.832, -0.697, 1.564], [-1.323, -0.441, 0.737], [3.191, 0.391, 1.639], [2.276, 1.819, -0.087], [-0.726, -0.835, -1.327], [0.767, 1.399, 0.674], [-3.325, 1.364, 1.704], [3.020, -0.746, 0.300], [-2.879, 0.906, -1.391], [-2.354, 1.111, 0.174], [1.677, 0.149, -1.630]],
  "forces_ev_per_angstrom": [[0.356, 0.788, -0.885], [0.318, 0.127, -0.058], [0.578, -0.701, -0.205], [1.288, -0.076, -0.676], [2.400, 0.585, 0.657], [-1.640, -0.085, 2.428], [-1.171, -0.032, -1.278], [0.038, -0.643, 1.093], [-0.101, 0.193, -0.170], [-0.200, 0.641, -0.284], [-0.148, 0.177, -0.267], [-0.243, -0.486, -0.706], [-0.516, 0.359, -0.515], [0.236, -0.062, 1.239], [0.183, 0.013, -0.037], [-0.035, 0.431, -0.283], [-0.283, -0.259, -0.453], [-0.641, -0.700, 0.841], [-0.419, -0.271, -0.441]],
  "mulliken_charge": [-0.3707, -0.8184, -0.4052, -0.6846, -0.2421, 0.3741, -0.4983, -0.9306, 0.2913, 0.3912, 0.3596, 0.3749, 0.2925, 0.3267, 0.2322, 0.2795, 0.2794, 0.4176, 0.3308]
}

---

[2]
{
  "formula": "C28H32F6N10O5S2Ti",
  "method": "the ωB97M-V functional and the def2-TZVPD basis",
  "s_squared": 2.04,
  "gap_ev": [4.541, 6.805],
  "relative_energy_kj_mol": 19.2,
  "multiplicity": 3,
  "symbols": ["Ti", "S", "S", "F", "F", "F", "F", "F", "F", "O", "O", "O", "O", "O", "N", "N", "N", "N", "N", "N", "N", "N", "N", "N", "C", "C", "C", "C", "C", "C", "C", "C", "C", "C", "C", "C", "C", "C", "C", "C", "C", "C", "C", "C", "C", "C", "C", "C", "C", "C", "C", "C", "H", "H", "H", "H", "H", "H", "H", "H", "H", "H", "H", "H", "H", "H", "H", "H", "H", "H", "H", "H", "H", "H", "H", "H", "H", "H", "H", "H", "H", "H", "H", "H"],
  "coordinates": [[-0.327, 0.316, -0.253], [1.371, -4.728, 1.145], [-1.159, -3.839, 1.447], [1.722, -6.462, -0.805], [1.309, -7.356, 1.122], [-1.004, -3.836, 4.094], [-2.940, -4.396, 3.315], [-1.300, -5.804, 3.240], [3.244, -6.454, 0.738], [1.664, -4.731, 2.550], [-2.398, -3.774, 0.726], [-0.516, -2.577, 1.754], [-2.247, -2.128, -2.677], [2.030, -3.752, 0.312], [-0.187, -4.880, 0.794], [0.219, -1.665, -1.261], [-1.714, 0.161, 1.401], [-2.411, -0.201, -1.394], [-4.663, 0.055, -1.497], [-0.555, 1.865, -1.677], [-0.041, 2.038, 0.803], [-3.373, 1.800, -0.619], [1.830, 0.576, -1.465], [1.406, -0.356, 1.124], [2.961, 0.610, -0.530], [-1.743, 0.722, 3.762], [-3.474, 0.573, -1.138], [-2.749, -0.249, 3.953], [-2.655, -0.724, 1.623], [-4.421, -1.222, -2.129], [0.388, 4.077, -2.192], [-0.879, 1.757, -2.999], [-3.223, -0.955, 2.886], [-2.898, -1.273, -2.116], [-0.314, 1.956, 2.144], [-1.219, 1.517, 4.816], [2.788, -0.393, 0.602], [0.437, 3.128, 0.081], [0.163, 2.700, 3.202], [1.167, 4.232, 0.512], [1.087, 5.201, -1.703], [0.092, 3.034, -1.290], [-0.626, 2.749, -3.924], [1.479, -1.794, -2.020], [1.933, -6.359, 0.504], [-1.620, -4.521, 3.134], [1.919, -0.433, -2.525], [-1.265, 0.911, 2.458], [-0.291, 2.466, 4.526], [-0.001, 3.928, -3.549], [-5.940, 0.727, -1.435], [1.477, 5.260, -0.387], [-3.987, -1.712, 2.993], [0.883, 3.482, 3.040], [2.039, 6.113, -0.032], [-3.134, -0.422, 4.951], [-0.920, 2.585, -4.952], [3.501, -0.155, 1.396], [-6.580, 0.340, -2.225], [0.117, 3.073, 5.324], [1.372, 0.230, 1.953], [-4.810, -1.259, -3.148], [3.912, 0.411, -1.041], [-0.562, -1.939, -1.862], [-4.819, -2.065, -1.558], [2.935, -0.498, -2.935], [-5.812, 1.796, -1.606], [1.324, 6.008, -2.384], [-2.444, 2.118, -0.361], [3.004, -1.409, 0.282], [1.148, -1.289, 1.447], [2.231, -2.240, -1.375], [0.229, -2.363, -0.522], [-4.160, 2.225, -0.161], [1.255, -0.106, -3.329], [-2.953, -1.335, 0.780], [3.005, 1.623, -0.124], [-1.565, 1.356, 5.828], [-6.440, 0.570, -0.476], [1.345, -2.474, -2.866], [1.767, 1.486, -1.905], [0.207, 4.714, -4.260], [1.509, 4.315, 1.530], [-1.341, 0.826, -3.297]],
  "forces_ev_per_angstrom": [[0.721, 0.210, -1.868], [-0.385, -0.112, 0.041], [0.002, 0.115, -0.126], [0.003, 0.018, -0.018], [0.044, 0.040, 0.007], [-0.032, -0.088, -0.035], [0.036, 0.022, 0.027], [-0.026, 0.023, -0.006], [-0.061, -0.031, -0.033], [0.021, 0.007, -0.074], [0.002, -0.158, 0.049], [0.039, -0.016, 0.019], [0.006, 0.024, 0.082], [0.019, 0.018, 0.073], [0.295, 0.188, 0.154], [-0.069, -0.292, 0.200], [0.079, 0.121, 0.689], [-0.161, -0.034, 0.109], [0.151, 0.021, 0.059], [-0.063, 0.187, 0.212], [-0.053, 0.296, -0.015], [-0.008, -0.144, 0.172], [0.118, -0.122, 0.193], [-0.154, -0.458, 0.172], [-0.024, -0.022, -0.012], [0.064, 0.039, 0.131], [-0.074, 0.315, 0.019], [-0.007, -0.030, 0.050], [-0.174, -0.352, 0.009], [-0.018, -0.001, 0.010], [0.181, 0.049, 0.114], [0.034, -0.061, 0.025], [0.033, 0.017, -0.103], [0.106, -0.114, -0.061], [-0.156, -0.072, -0.083], [-0.129, -0.142, -0.063], [0.006, 0.092, 0.109], [-0.110, -0.169, 0.261], [-0.021, 0.054, 0.248], [-0.007, 0.136, 0.040], [0.003, 0.035, -0.046], [-0.176, 0.003, -0.173], [-0.007, 0.007, -0.083], [-0.071, 0.039, -0.061], [0.027, -0.032, 0.019], [0.035, 0.042, -0.021], [-0.044, 0.026, -0.035], [0.016, 0.248, -0.139], [0.165, 0.149, -0.135], [-0.052, -0.042, -0.009], [-0.022, -0.009, 0.001], [-0.042, -0.107, 0.067], [0.005, -0.020, -0.001], [0.007, -0.001, 0.054], [0.010, 0.021, 0.013], [-0.004, 0.012, 0.009], [-0.011, -0.013, -0.007], [0.018, -0.054, -0.057], [-0.005, 0.001, 0.008], [0.013, 0.020, -0.019], [-0.031, 0.065, -0.042], [0.028, 0.000, 0.007], [-0.004, 0.049, 0.021], [-0.020, 0.080, -0.008], [-0.011, 0.000, -0.012], [-0.039, 0.007, -0.020], [-0.005, 0.007, -0.008], [0.013, 0.000, -0.020], [0.012, -0.053, -0.086], [-0.024, 0.003, -0.033], [0.013, -0.018, 0.034], [-0.026, 0.008, -0.057], [0.063, -0.108, 0.015], [-0.030, 0.009, -0.077], [-0.002, -0.010, 0.022], [-0.017, 0.012, 0.061], [-0.030, -0.035, 0.025], [-0.014, -0.012, 0.009], [0.000, 0.008, -0.005], [0.064, 0.020, 0.022], [-0.037, 0.018, 0.038], [0.013, 0.015, -0.020], [0.003, 0.028, -0.016], [-0.012, 0.007, -0.016]],
  "mulliken_charge": [0.0053, 1.1204, 0.9533, -0.2196, -0.2109, -0.2191, -0.2353, -0.2299, -0.2161, -0.6717, -0.7533, -0.8752, -0.7420, -0.6743, -0.4468, 0.2278, 1.3779, 1.1867, 0.1119, 1.1580, 1.6968, -0.1450, 0.1910, -0.0111, -0.9841, 1.2825, -0.2415, -1.0443, -0.2202, -0.6626, 1.0958, -0.5312, -1.2658, -0.2203, -0.0634, -1.0226, -0.5706, 0.2207, -0.6190, -0.7435, -0.7830, -0.3037, -0.9905, -0.5591, 0.5264, 0.5528, -0.9687, -0.0868, -1.1285, -1.3851, -1.1419, -1.1344, 0.4870, 0.3678, 0.4057, 0.4545, 0.4484, 0.5963, 0.3638, 0.4123, 0.3877, 0.4520, 0.4974, 0.4699, 0.3467, 0.4848, 0.3918, 0.4187, -0.2369, 0.0686, -0.1355, 0.1084, -0.4152, 0.3093, 0.2993, 0.4408, 0.3088, 0.4377, 0.3023, 0.5801, 0.2490, 0.4084, 0.4407, 0.4636]
}

---

Ordered calculated total energy results: -476.33975, -4255.17687; unit a.u..